--- a ---
Computed, not measured: C41H38Cl6N4O3S4Ti as an isolated structure, with ωB97M-V/def2-TZVPD.

Each line ends with the Mulliken charge.
Geometry (Å):
1 Cl -2.94834 -0.13428 5.24475  -0.160
2 H 0.73561 1.53056 -9.38347  0.443
3 H -1.93221 -1.48753 -4.09761  0.685
4 C 4.58664 -0.13671 0.10076  -0.531
5 C 2.30213 2.93917 -3.69774  0.337
6 O 3.30420 3.44671 -12.61623  -0.451
7 C 3.75533 3.71881 -10.35710  -0.710
8 C 1.52774 2.22568 -2.76359  -0.085
9 H -3.85832 -3.68269 -1.89254  0.404
10 H 7.37802 -3.60974 -0.91081  0.378
11 C 1.58214 2.14238 -9.66373  -0.772
12 C 1.17082 1.67389 -5.48425  0.598
13 H 3.83896 4.45468 -3.86332  0.487
14 N 1.64223 2.42077 -1.42949  0.111
15 N -0.10708 0.58000 -2.20839  0.710
16 C -1.82539 -4.18992 -2.37524  0.440
17 C 2.94792 3.16185 -11.35552  0.906
18 Cl -6.23086 0.02410 0.97589  -0.155
19 Cl -1.28527 3.19976 -0.80132  -0.095
20 H 1.49581 3.26299 -13.62915  0.355
21 H 0.89733 -3.82837 -2.88371  0.268
22 H 6.34039 -0.01173 -1.10800  0.444
23 C 3.79515 -0.98254 0.87086  0.748
24 H -0.96706 2.96668 1.54561  0.552
25 C 2.07576 2.63076 -5.06645  0.052
26 S 0.59835 -2.43731 -0.26654  0.211
27 H 5.53080 -3.85611 0.58577  0.398
28 H 4.03943 4.75423 -1.41735  0.504
29 C -3.56153 0.26635 0.80435  0.731
30 C 0.58010 1.22829 -3.18625  0.215
31 H 7.40464 -2.21842 -2.00206  0.382
32 H 4.31336 0.90243 -0.03792  0.339
33 C 7.33364 -2.52390 -0.95833  -1.522
34 H 1.51627 -4.62520 0.01825  0.460
35 H -1.31727 -3.23146 -2.46638  -0.848
36 H 2.30318 1.21290 3.43188  0.436
37 C 2.52559 2.90491 -13.67878  -0.852
38 S -0.58570 -5.44092 -1.90178  -0.155
39 H 4.12922 3.91777 -8.28828  0.242
40 H 3.76229 1.40945 2.39635  0.373
41 O -1.19927 0.41427 0.53054  0.548
42 C 5.71670 -0.65431 -0.49895  -0.836
43 H -0.50336 -2.03009 1.74423  -0.315
44 C 1.85736 2.36737 -11.00084  -0.506
45 H -1.48000 -0.87627 -1.73202  0.680
46 H -1.96597 -3.98344 2.02145  0.595
47 O 1.73368 0.63502 0.73916  0.177
48 Cl -5.81896 -0.28435 4.04383  -0.148
49 S 2.37289 -0.40333 1.71835  0.498
50 C -1.20997 -0.71459 -3.87648  -1.406
51 C -4.65898 0.08673 1.64031  0.323
52 H 2.54363 1.81382 -13.65774  0.353
53 N 1.15770 1.56133 -6.83906  -0.821
54 C 3.11010 0.70399 2.90752  -1.205
55 Cl -3.77370 0.44739 -0.88928  -0.137
56 C -0.31212 3.02849 0.68150  -0.917
57 H -2.21696 -4.47386 -3.35326  0.598
58 C 2.37506 2.69728 -8.66421  0.187
59 H 3.29105 3.86203 -6.32314  0.219
60 C -0.26094 -2.96629 1.23684  -0.121
61 H 8.21062 -2.12866 -0.44253  0.329
62 H 2.98839 3.25781 -14.59419  0.243
63 C 6.08029 -1.99517 -0.32614  0.835
64 H 1.70008 -5.31001 -2.40913  0.494
65 H 2.59654 3.41048 0.09498  0.482
66 C -2.27430 0.29383 1.33574  -1.392
67 C -0.96854 -0.37186 -2.54197  -0.621
68 H 4.60090 4.32311 -10.65465  0.446
69 N 2.62964 3.11153 -6.22625  -0.096
70 H 3.68074 0.08873 3.60306  0.447
71 H 1.22214 1.92757 -11.75465  0.417
72 H 0.40112 3.84234 0.74776  0.627
73 C 3.46989 3.48692 -9.03326  -0.516
74 C 3.22121 3.87401 -3.19028  -0.893
75 C 5.26634 -2.81526 0.44975  -0.698
76 H 0.44828 -3.49714 1.87717  0.698
77 C -2.98101 -4.08814 -1.38416  -1.040
78 C 3.33788 4.04578 -1.83352  -1.243
79 C 4.11467 -2.32062 1.04385  -0.782
80 H -1.28983 -4.75614 0.58825  0.371
81 C 2.04292 2.44033 -7.27038  0.387
82 H 2.55042 -3.59206 -0.96860  0.320
83 H -3.26792 -5.07157 -1.00991  0.457
84 Cl -0.49999 0.29051 3.36024  -0.194
85 C -2.09814 0.18820 2.71222  0.823
86 C -3.18886 0.00997 3.55776  0.017
87 C -4.47401 -0.05068 3.01836  0.272
88 C 1.51806 -3.90958 -0.80530  -0.896
89 C -0.53596 -0.06204 -4.87657  -0.769
90 C 2.52694 3.29533 -0.97956  -0.381
91 Ti 0.20290 1.22635 -0.19496  0.160
92 S -2.75752 -2.95731 0.01207  0.222
93 C -1.52237 -3.79603 1.04208  -1.177
94 C 0.98207 -4.55807 -2.07681  -0.791
95 C 0.39517 0.93469 -4.53674  0.744
96 H -0.69841 -0.29315 -5.92140  0.628
97 H 3.47422 -2.96807 1.63088  0.430

* HOMO energy: -0.43271 hartree
* charge: +2
* multiplicity: 1


--- b ---
Computed, not measured: C41H38Cl6N4O3S4Ti as an isolated structure, with ωB97M-V/def2-TZVPD.

Each line ends with the Mulliken charge.
Geometry (Å):
1 H -1.67969 -6.32552 -0.95882  0.565
2 C -3.31852 6.18452 0.43574  0.344
3 H -3.49668 5.85224 -1.66705  0.461
4 O 3.06718 -1.64054 0.12914  -0.322
5 C 6.27737 -2.30984 -1.51778  -0.610
6 H -7.00785 8.89788 -1.75108  0.350
7 C 4.78917 -2.84370 -3.80366  -1.070
8 S -2.22886 -4.36389 0.29493  0.186
9 C -4.66611 7.53309 -1.04919  -0.467
10 C -2.06028 -2.29427 -2.81591  -0.839
11 H -7.04749 10.58195 -1.18393  0.244
12 C -3.71707 6.99280 1.50637  -0.455
13 C -5.05788 8.32919 0.02718  0.901
14 H -4.88607 8.68162 2.12907  0.435
15 C -0.40604 2.31767 -0.34790  0.338
16 C 6.87783 -2.25994 -2.76355  -0.778
17 H 3.11544 -3.15137 -2.49700  0.218
18 N -1.94220 4.65318 1.83425  -0.096
19 S -2.31168 -1.24721 -1.36030  0.112
20 Ti 2.11362 -0.68817 1.49846  0.476
21 H -0.04868 -1.75722 -3.38687  0.276
22 H 7.92701 -2.00557 -2.84017  0.423
23 Cl 0.68351 -5.99027 5.57704  -0.160
24 C -2.41487 5.05611 0.60939  0.321
25 N 1.07057 0.45054 0.02306  1.120
26 H 4.13040 -5.01772 0.15673  0.603
27 S 0.36889 -3.23473 -1.63625  0.399
28 O -5.88807 9.37826 -0.06441  -0.449
29 C 6.14755 -2.52681 -3.91977  0.854
30 H -2.65363 -3.19472 -2.69255  0.193
31 Cl -3.22785 -3.01362 3.34734  -0.112
32 S 4.24474 -2.67741 0.17034  0.137
33 H 0.16534 -5.51565 -2.36739  0.557
34 N -1.94464 4.29381 -0.35992  -0.843
35 C 1.14487 -3.89135 3.96402  0.304
36 C 0.74735 -2.83613 3.15169  -1.277
37 H -0.87547 3.64364 4.41887  0.489
38 C 4.92943 -2.64272 -1.43406  0.808
39 N 1.12466 0.86376 2.65222  0.429
40 H 6.09236 -2.33323 -6.06198  0.375
41 C -1.17068 -4.41477 4.40709  0.184
42 C 1.14487 0.98010 3.97050  -0.218
43 H -2.17173 5.08334 2.71294  0.180
44 C 3.37828 -4.23116 0.21326  -0.536
45 H 7.57081 -1.71551 -5.30899  0.402
46 C -3.69765 -2.03958 -0.49627  -0.706
47 C -0.58856 -2.64675 -3.05552  -1.175
48 C -0.37645 2.75121 2.51051  0.114
49 C 4.17037 -2.90918 -2.57207  0.086
50 C 0.34167 1.49604 0.49737  -0.099
51 H -5.02642 7.73182 -2.04713  0.413
52 H 0.50705 -5.33808 -0.65354  0.341
53 C -4.57332 8.04924 1.30992  -0.827
54 C 0.18882 -4.68556 4.59102  0.300
55 C 0.36896 1.71741 1.91816  0.281
56 C -6.41244 9.71715 -1.34408  -0.847
57 Cl -1.02608 -1.32467 1.86227  0.044
58 H 7.31159 -3.44858 -5.45240  0.313
59 H -4.53511 -3.81363 0.31116  0.519
60 H 1.73891 0.25940 4.51847  0.531
61 C 1.08829 0.21581 -1.28018  -0.481
62 H -2.21689 -5.03731 -2.00766  0.361
63 H 3.81431 0.32493 3.40300  0.607
64 C -3.80341 6.47273 -0.83630  -0.805
65 Cl 3.93533 1.23102 1.20569  -0.113
66 H 2.69097 -4.27817 -0.62949  -0.130
67 H 0.44446 0.78529 -3.24468  0.522
68 Cl -2.34818 -5.38691 5.17298  -0.152
69 H 4.72026 -0.74891 2.27970  0.550
70 H 6.84873 -2.09556 -0.62309  0.459
71 O 1.66714 -2.06557 2.54334  0.092
72 H -3.96193 -4.04051 -1.31245  0.512
73 C 6.81282 -2.49582 -5.26284  -1.497
74 C 0.43213 1.97746 4.63857  -1.454
75 H -3.66487 -1.58703 0.49597  0.288
76 H 4.21483 -3.04492 -4.69909  0.416
77 H -0.51115 -3.37479 -3.86543  0.662
78 H 1.68970 -0.62204 -1.60894  0.693
79 H 2.85512 -4.27919 1.16777  0.103
80 H -0.94185 2.68943 -2.39480  0.646
81 C -1.15171 3.37709 0.25571  0.594
82 C -1.12569 3.57160 1.62410  -0.046
83 C 0.38454 1.00963 -2.18927  -1.367
84 C -1.58530 -5.25568 -1.14914  -1.041
85 C -0.12122 -4.96762 -1.46748  -1.019
86 C 3.86655 -0.08746 2.40119  -0.822
87 C -1.56701 -3.35680 3.58777  0.189
88 H 0.48301 2.03532 5.71604  0.473
89 H -5.61084 9.97685 -2.03782  0.349
90 Cl 2.82916 -4.18556 4.15259  -0.145
91 C -3.71786 -3.56081 -0.36568  -1.111
92 H -2.43770 -1.78651 -3.70428  0.567
93 H -4.63649 -1.72949 -0.95803  0.534
94 H -3.35767 6.81355 2.51320  0.241
95 C -0.32075 2.86456 3.91185  -0.708
96 C -0.37214 2.05613 -1.72754  -0.124
97 C -0.60520 -2.58161 2.95574  0.417

* HOMO energy: -0.42954 hartree
* charge: +2
* multiplicity: 1


Bottom line: a, by a margin of 2.3 kcal/mol.


--- a ---
Computed, not measured: the molecule C3H4, with ωB97M-V/def2-TZVPD.

Each line ends with the natural charge from an NBO analysis.
Geometry (Å):
1 H -1.44549 0.49542 -0.91514  0.227
2 H -1.28946 -1.10464 -0.10267  0.229
3 C -1.10444 -0.04540 -0.04330  -0.599
4 H -1.43917 0.40423 0.87876  0.228
5 C 0.62073 0.13651 -0.04048  0.000
6 H 2.85326 0.06260 0.14299  0.232
7 C 1.80456 0.05128 0.07984  -0.317

* HOMO energy: -0.37575 hartree
* SMILES string: C#CC
* multiplicity: 1


--- b ---
Computed, not measured: the molecule C3H4, with ωB97M-V/def2-TZVPD.

Each line ends with the natural charge from an NBO analysis.
Geometry (Å):
1 C -0.09003 -0.80836 -0.65885  -0.433
2 H -0.79517 1.74756 1.48680  0.191
3 C -0.01558 0.21020 0.26187  -0.390
4 H -0.53601 -0.66642 -1.64017  0.217
5 H 1.09308 -0.12609 0.21759  0.401
6 C -0.03221 1.41000 0.78461  -0.197
7 H 0.37592 -1.76689 -0.45186  0.210

* HOMO energy: -0.29807 hartree
* multiplicity: 1


Bottom line: a, by a margin of 68.5 kcal/mol.